Formula: C3H20N2O5
Source: the Open Molecules 2025 dataset
Level of theory: ωB97M-V with the def2-TZVPD basis set

## Properties
ΔE to the lowest compared entry with this formula, charge and spin = 77.6 kcal/mol
DFT total energy = -611.8986 Ha
LUMO energy = 0.5 eV
SMILES = CNCCN.O.O.O.O.O

Cartesian coordinates (Å):
N -0.0893 0.5037 1.3209
C -1.2001 0.8659 0.3520
C -1.2023 0.0206 -0.9752
N -2.2326 -0.9105 -1.3042
C -3.4876 -0.3605 -1.8196
H 0.2440 -0.5143 1.1374
H -0.5265 0.5018 2.1928
H -2.1102 0.8325 0.8693
H -1.0906 1.8851 0.0279
H -0.9021 0.6887 -1.8831
H -0.3378 -0.8094 -0.8661
H -2.4606 -1.5229 -0.5947
H -3.1720 0.4853 -2.6114
H -3.8787 -1.1745 -2.4174
H -4.2379 0.1741 -1.1663
H 2.5378 0.4263 1.4415
H 4.1243 -0.0633 1.3243
O 3.2442 -0.2587 1.5913
H 0.0681 -2.6380 1.8726
H -0.1152 -2.8830 0.3323
O -0.4435 -2.5117 1.2112
H 1.5853 1.3146 0.4566
H 2.3975 2.4979 -0.1688
O 2.0144 1.5751 -0.3331
H 2.3400 1.0207 -3.2257
H 1.8332 2.4516 -2.8406
O 2.5964 2.0028 -3.1495
H 1.2672 -0.6212 3.5713
H 1.9680 -1.4086 2.4618
O 1.2664 -1.5701 3.1926

Atoms 1-3, force components in eV/Å:
N 0.9 -1.5 -2.8
C 1.8 -0.6 -1.2
C 3.5 -1.6 0.1

Results of the Mulliken charge analysis, in e, for atoms 1 through 6: -0.525 -0.729 -0.520 -0.265 -0.870 0.303

Formula: C3H21N2O8S
Source: the Open Molecules 2025 dataset
Level of theory: ωB97M-V with the def2-TZVPD basis set

## Properties
ΔE to the lowest compared entry with this formula, charge and spin = 12.6 kcal/mol
net charge = -1
DFT total energy = -1236.6216 Ha
LUMO energy = 2.8 eV

Cartesian coordinates (Å):
C 0.8267 -0.1663 0.1364
C 2.0644 -0.7762 0.8219
S 1.8881 -1.3735 2.5570
N 0.9043 -0.1275 -1.3135
C 1.5876 0.8756 -1.9310
N 2.0436 1.9091 -1.1581
O 1.8589 0.7943 -3.1312
H -0.0640 -0.7023 0.4469
H 0.5935 0.7524 0.6842
H 2.4668 -1.6294 0.2810
H 2.7906 0.0399 0.8343
H 0.7321 -0.9752 -1.8224
H 2.4712 1.7901 -0.2562
H 2.4858 2.6405 -1.6912
H -1.4140 -0.7803 1.8014
H -0.3787 -1.0463 2.8988
O -1.2953 -0.7050 2.7517
H -0.6255 1.0098 3.5013
H 0.5594 1.9599 3.8240
O -0.3028 1.9152 3.4057
H 0.7596 -2.8403 -0.1269
H 1.1032 -4.1956 0.5214
O 0.3740 -3.6399 0.2391
H -2.0756 1.9277 -1.5768
H -2.0909 1.2168 -0.1316
O -2.1109 1.0994 -1.0908
H -3.7151 1.9079 1.8785
H -2.1222 1.7342 2.1141
O -2.8317 2.0638 1.5507
H -0.5674 0.5688 -3.7851
H -2.0350 0.2969 -3.5571
O -1.4439 0.8509 -4.0806
H -3.4365 -1.7526 -1.5923
H -2.8096 -0.3169 -1.7927
O -3.2748 -1.0579 -2.2303

Atoms 1-3, force components in eV/Å:
C -0.5 -1.1 1.3
C -0.1 0.2 0.7
S -0.4 0.4 -0.1

Results of the Mulliken charge analysis, in e, for atoms 1 through 6: -1.416 -0.696 -0.591 0.323 0.327 -0.368

Formula: C3H21O8Y
Source: the Open Molecules 2025 dataset
Level of theory: ωB97M-V with the def2-TZVPD basis set

## Properties
ΔE to the lowest compared entry with this formula, charge and spin = 0.0 kcal/mol
net charge = +2
DFT total energy = -766.7684 Ha
LUMO energy = -6.8 eV

Cartesian coordinates (Å):
Y -10.1821 -1.6900 -14.9043
C -12.0633 -2.1426 -18.8199
C -12.2431 -1.1136 -17.7195
C -13.4437 -1.4527 -16.8468
O -11.0754 -0.9708 -16.9728
H -11.2746 -1.8538 -19.5164
H -12.9721 -2.2756 -19.4083
H -11.7790 -3.1267 -18.4248
H -12.5141 -0.1851 -18.2406
H -14.3946 -1.3882 -17.3742
H -13.5020 -0.7893 -15.9760
H -13.3815 -2.4763 -16.4476
O -11.6295 -0.0577 -13.9834
H -12.4697 0.3585 -14.2427
H -11.4313 0.3046 -13.1093
O -8.9298 -3.7393 -13.8897
H -8.8318 -4.5356 -14.4285
H -8.4493 -3.9493 -13.0741
O -8.4446 -1.9688 -16.4468
H -8.4130 -1.4868 -17.2937
H -7.5724 -2.3825 -16.3451
O -11.9707 -2.7711 -13.8815
H -12.7990 -2.4755 -13.4735
H -12.0748 -3.7285 -14.0013
O -9.6687 -1.4171 -12.6030
H -9.1409 -1.9956 -12.0337
H -9.7140 -0.5810 -12.1147
O -10.6636 -3.7955 -16.0922
H -10.2670 -4.6367 -15.8352
H -11.1763 -3.9958 -16.8953
O -9.0608 0.4819 -14.8204
H -8.1478 0.7574 -14.6427
H -9.5571 1.3059 -14.9536

Atoms 1-3, force components in eV/Å:
Y -1.3 0.7 -3.6
C 0.1 -0.2 -0.3
C -0.5 0.0 -0.2

Results of the Mulliken charge analysis, in e, for atoms 1 through 6: 1.846 -1.056 0.393 -0.961 -0.606 0.300

- Which of these has the highest DFT total energy?
  C3H20N2O5